No. 1
6
Properties=species:S:1:pos:R:3:forces:R:3 method="wB97M-V/def2-TZVPD" spin_multiplicity=1 relative_energy_ev=5.855 homo_ev=-10.430 e_lumo_ev=0.9 max_force_ev_per_a=7.2
C -0.070643 0.796535 0.170204 5.5 -1.2 -4.4
O 1.749781 1.102635 0.259288 -5.4 3.1 1.7
F -0.514772 1.538145 1.047018 -1.5 1.1 2.7
F -0.430802 1.230897 -1.044520 0.1 0.0 0.6
F 2.185879 -0.006711 -0.282248 1.9 -4.0 -2.0
H 0.001722 -0.324311 0.067012 -0.5 1.0 1.4

---

No. 2
68
Properties=species:S:1:pos:R:3:forces:R:3 method="wB97M-V/def2-TZVPD" spin_multiplicity=1 relative_energy_ev=0.372 homo_ev=-8.489 e_lumo_ev=-0.1 smiles="C=C(C)C(=O)Nc1cccc(C2=NO[C@@]3(C2)C[C@H](C(N)=O)N(C(=O)c2ccccc2C(=O)c2ccccc2)C3)c1" max_force_ev_per_a=1.1
C -8.665904 -2.266204 1.665645 0.2 0.2 -0.1
C -8.482717 -1.296519 0.775128 -0.3 -0.3 0.2
C -9.614861 -0.713968 -0.018924 0.0 -0.1 0.1
C -7.082510 -0.795272 0.589870 0.1 -0.1 0.1
O -6.155138 -1.234141 1.236123 0.2 0.0 0.0
N -6.953302 0.182375 -0.359603 -0.5 0.1 -0.2
C -5.804173 0.852301 -0.778587 0.5 0.2 -0.1
C -5.943691 1.772522 -1.821009 0.1 0.0 0.0
C -4.846837 2.469425 -2.287378 -0.2 0.0 0.0
C -3.598174 2.266526 -1.728928 0.2 -0.2 0.2
C -3.447273 1.354863 -0.684217 -0.7 0.1 -0.3
C -2.148230 1.132814 -0.080067 1.1 0.1 0.1
N -1.968769 0.359383 0.917024 -1.0 -0.1 -0.2
O -0.669259 0.324545 1.298241 0.8 -0.1 0.3
C 0.140671 1.157575 0.432269 0.2 0.2 -0.3
C -0.861446 1.784335 -0.541899 -0.1 -0.3 0.3
C 0.960832 2.128183 1.283137 0.0 -0.2 -0.1
C 2.206131 1.346354 1.693999 0.2 0.3 0.2
C 3.491917 2.183767 1.516647 -0.2 -0.3 0.4
N 4.533105 1.678266 2.193614 0.4 0.0 0.3
O 3.524167 3.199847 0.857690 0.0 0.4 -0.3
N 2.239435 0.182426 0.807665 -0.1 0.0 0.1
C 2.942046 -0.911509 1.148022 0.0 0.0 0.1
O 3.672265 -0.935465 2.133463 -0.1 -0.3 0.2
C 2.774638 -2.116872 0.282939 0.2 -0.3 -0.2
C 2.330400 -3.286155 0.887705 0.0 0.1 0.0
C 2.142845 -4.436024 0.140754 0.0 0.0 0.0
C 2.394105 -4.426047 -1.221747 0.0 0.0 0.0
C 2.843493 -3.269144 -1.831374 0.1 0.1 0.0
C 3.055995 -2.112862 -1.086912 -0.3 -0.3 0.1
C 3.558819 -0.899276 -1.790442 0.0 0.0 -0.2
O 3.070690 -0.536805 -2.843185 0.1 -0.1 0.2
C 4.684519 -0.179401 -1.153940 0.4 0.4 -0.1
C 5.587982 -0.827138 -0.312688 -0.1 0.0 -0.2
C 6.651561 -0.126426 0.223338 0.2 0.0 0.0
C 6.819460 1.219036 -0.068022 0.1 -0.1 -0.1
C 5.928530 1.867804 -0.909087 0.0 0.0 0.0
C 4.870993 1.169367 -1.456130 -0.1 -0.1 0.0
C 1.220389 0.279235 -0.211531 -0.5 0.1 -0.3
C -4.553607 0.648453 -0.211420 0.0 0.0 0.1
H -9.634526 -2.689698 1.868843 -0.2 0.0 -0.1
H -7.827143 -2.657276 2.215923 0.2 0.0 0.1
H -9.716025 0.356125 0.165186 -0.1 0.1 -0.1
H -10.547183 -1.192540 0.271045 -0.1 0.0 0.0
H -9.473615 -0.878985 -1.087840 0.0 0.1 -0.1
H -7.790757 0.458164 -0.850929 0.1 -0.1 0.1
H -6.916001 1.937781 -2.264850 -0.1 0.0 0.0
H -4.966923 3.176878 -3.094327 0.0 0.0 -0.1
H -2.749712 2.817297 -2.103303 0.1 0.1 0.0
H -0.907134 2.869333 -0.437948 0.0 0.0 -0.1
H -0.635635 1.535005 -1.579314 0.0 0.1 -0.1
H 1.272870 2.985007 0.681042 0.0 -0.1 0.0
H 0.393512 2.477038 2.143476 0.0 0.0 0.0
H 2.161990 0.989152 2.728590 0.0 0.0 -0.1
H 5.440956 2.093889 2.057320 -0.1 0.0 -0.1
H 4.473913 0.719710 2.526452 0.0 0.1 -0.1
H 2.127481 -3.278952 1.947834 0.0 0.0 0.1
H 1.794707 -5.337334 0.621964 0.0 -0.1 0.0
H 2.240438 -5.318841 -1.808925 0.0 -0.1 0.0
H 3.048274 -3.245459 -2.891431 0.0 0.0 -0.1
H 5.470115 -1.878168 -0.095265 0.0 -0.1 0.1
H 7.352389 -0.631238 0.871243 0.1 0.0 0.1
H 7.653605 1.760516 0.355295 0.1 0.0 0.0
H 6.055007 2.915487 -1.133518 0.0 0.1 0.0
H 4.170987 1.656413 -2.118150 -0.1 0.0 -0.1
H 0.831418 -0.703948 -0.480413 0.0 0.1 0.0
H 1.613765 0.775410 -1.105615 -0.1 0.0 0.0
H -4.422503 -0.054078 0.593447 -0.1 0.0 0.0

---

No. 3
10
Properties=species:S:1:pos:R:3:forces:R:3 method="wB97M-V/def2-TZVPD" spin_multiplicity=1 relative_energy_ev=0.855 homo_ev=-2.909 e_lumo_ev=3.6 smiles=CC#CP([O-])O charge=-1 max_force_ev_per_a=4.8
C -2.196102 0.326132 0.161486 0.6 -0.5 3.3
C -0.699673 0.362080 0.153680 2.7 -2.1 -0.1
C 0.496638 -0.046169 0.069617 -4.4 1.9 0.2
P 2.276900 0.129379 0.472834 1.8 0.9 -0.6
O 2.843688 1.124080 -0.557686 -0.7 -0.3 0.8
O 2.798239 -1.364530 -0.141172 -0.6 -0.3 0.3
H -2.526349 0.508420 -0.823088 -0.9 -0.4 -1.1
H -2.524545 -0.632166 0.733919 0.4 1.1 -1.8
H -2.704257 1.068452 0.842978 0.9 -0.1 -0.8
H 2.235459 -1.475678 -0.912569 0.2 -0.3 -0.4

---

No. 4
67
Properties=species:S:1:pos:R:3:forces:R:3 method="wB97M-V/def2-TZVPD" spin_multiplicity=1 homo_ev=-10.474 e_lumo_ev=-4.0 charge=+1 max_force_ev_per_a=1.5
C -1.984574 0.458670 4.382649 -0.3 -0.3 0.8
C -2.503439 0.190366 3.345370 -0.2 0.0 -0.5
C -3.121395 -0.213602 2.090359 0.3 0.1 0.5
N -2.156252 -0.023837 0.979588 -0.2 -0.4 -0.2
C -2.134064 1.152394 0.328986 -0.8 0.6 0.1
C -3.030996 2.328353 0.711896 0.6 0.1 0.6
O -2.188246 3.454492 0.837548 -0.4 -0.1 -0.5
C -2.487730 4.513980 -0.084035 0.6 0.4 0.0
C -1.249527 5.397058 -0.157150 -0.1 -0.5 0.5
C -1.267118 1.350456 -0.708857 0.5 -0.4 -0.3
C -0.380219 0.357537 -1.097319 -0.1 -0.3 0.0
B 0.600572 0.742574 -2.291568 1.2 -0.4 -0.4
O 0.455306 0.166147 -3.543928 -1.1 0.5 0.6
C 1.713730 1.835580 -2.105509 -0.8 0.3 0.4
C 1.178179 3.133467 -2.807363 0.8 -0.3 -0.1
C -0.415380 -0.868316 -0.404486 0.2 0.0 0.0
C 0.554577 -1.967205 -0.817501 -0.5 0.2 0.0
C 0.130475 -2.595258 -2.163592 -0.1 0.3 0.6
S 1.468043 -3.261010 -3.191520 -0.2 -0.2 -0.4
C 2.910940 -2.426599 -2.734742 1.1 0.6 0.8
N 4.076908 -2.964555 -2.597249 -0.6 -1.4 -0.3
N 4.959195 -2.007640 -2.222894 0.5 1.0 0.1
C 4.294254 -0.905083 -2.133069 0.5 -1.2 -0.2
O 3.003800 -1.093447 -2.447036 -1.3 0.8 -0.2
C -1.305185 -1.039053 0.648523 0.6 -0.2 -0.2
C -1.319535 -2.330355 1.423824 -0.7 0.3 0.1
C -2.186890 -3.442447 0.791778 -0.6 0.1 0.8
C -3.309981 -2.985402 -0.119826 0.1 -0.7 -0.1
F -1.400558 -4.381569 0.156080 0.3 0.1 -0.4
H -1.747568 0.516137 5.418361 0.4 0.3 0.0
H -3.401747 -1.253557 2.198274 0.0 -0.1 -0.4
H -4.034850 0.333367 1.901197 0.0 0.1 -0.2
H -3.508663 2.193502 1.678530 -0.1 -0.1 0.0
H -3.795817 2.469272 -0.053359 -0.1 0.0 0.0
H -2.711509 4.081659 -1.062106 -0.2 0.1 -0.1
H -3.332741 5.108047 0.264681 -0.2 -0.2 0.1
H -0.781837 5.333522 0.825010 0.1 0.2 0.1
H -1.494592 6.437151 -0.343345 0.0 0.0 -0.3
H -0.526647 5.008158 -0.870594 0.0 0.2 -0.2
H -1.264779 2.296029 -1.226467 -0.1 0.2 0.1
H 0.093461 0.841751 -4.134615 0.4 -0.3 -0.5
H 2.637777 1.531594 -2.582768 0.1 -0.2 -0.1
H 1.923010 2.034987 -1.053399 0.1 0.1 0.0
H 0.176426 3.021214 -3.226156 -0.1 0.2 0.1
H 1.834123 3.367825 -3.642149 -0.1 0.0 -0.2
H 1.238060 3.991486 -2.146561 -0.3 0.0 0.1
H 1.537724 -1.504008 -0.837764 0.1 -0.1 -0.2
H 0.586073 -2.763852 -0.087248 0.2 0.0 0.1
H -0.490308 -3.456626 -1.923138 0.1 -0.2 -0.1
H -0.520391 -1.917804 -2.708133 0.4 0.2 -0.4
H 4.670664 0.054841 -1.838518 -0.2 0.2 0.0
H -0.311183 -2.689116 1.586837 0.1 -0.1 -0.1
H -1.709985 -2.155953 2.422548 0.1 0.0 0.1
H -2.655175 -3.971735 1.623283 0.1 -0.1 0.1
H -2.952425 -2.715130 -1.112478 0.0 0.3 0.0
H -3.989240 -3.827774 -0.238582 0.0 -0.1 -0.2
H -3.910629 -2.201547 0.331518 0.1 0.3 -0.1
N 2.890907 -0.863232 1.845682 0.0 0.0 0.0
C 2.484880 -1.109166 3.132591 -0.1 0.0 -0.1
C 3.559961 -1.596489 3.823538 0.0 0.0 0.0
C 4.658619 -1.643271 2.922494 0.0 0.0 0.0
C 4.217019 -1.183909 1.712609 0.0 0.0 0.0
H 2.306711 -0.502888 1.115541 0.0 0.1 0.0
H 1.470567 -0.916182 3.441731 0.0 0.0 0.0
H 3.562116 -1.886989 4.860528 0.0 0.0 0.0
H 5.658784 -1.976920 3.140322 0.0 0.0 0.0
H 4.728303 -1.060102 0.773166 0.0 -0.1 0.0

---

No. 5
19
Properties=species:S:1:pos:R:3:forces:R:3 method="wB97M-V/def2-TZVPD" spin_multiplicity=2 relative_energy_ev=0.973 homo_ev="-9.933 / -9.897" e_lumo_ev="-0.9 / -4.0" s2=0.771 max_force_ev_per_a=6.3
C 2.223329 0.864472 -0.369217 1.8 4.1 -0.4
C 1.487389 -0.378473 -0.514755 -2.2 -3.5 0.3
O 2.110474 -1.436271 0.160965 -2.1 -0.1 -2.1
C 3.147107 -1.061808 0.956626 0.2 1.7 3.5
O 3.632253 0.096030 0.638741 -1.8 0.9 -0.7
O 3.340792 -1.655657 1.999315 0.3 -0.5 -1.6
O 1.617799 1.970354 -0.081976 5.3 -3.3 0.4
F 3.148042 1.117510 -1.370210 -1.1 -0.6 0.1
H 1.241149 -0.569207 -1.563102 0.7 -0.3 -0.1
O -1.505939 1.828779 0.079859 -5.2 -3.1 -0.5
C -2.146277 0.758156 0.007088 0.5 3.2 1.3
C -1.765452 -0.573641 -0.258891 0.0 -1.3 -1.0
O -2.807870 -1.352179 0.296698 1.6 -0.8 -0.6
C -3.850570 -0.570027 0.548867 -2.4 0.0 -1.0
O -4.992207 -0.908075 0.637979 1.5 0.3 0.6
O -3.445905 0.732809 0.438820 0.6 0.8 0.4
Cu 0.030342 2.570207 -0.054684 -0.2 1.7 -0.1
H 0.023738 -0.540692 -0.282780 2.4 0.9 0.9
H -1.488189 -0.892285 -1.269350 -0.1 0.0 0.4

---

No. 6
23
Properties=species:S:1:pos:R:3:forces:R:3 method="wB97M-V/def2-TZVPD" spin_multiplicity=1 relative_energy_ev=1.645 homo_ev=-13.200 e_lumo_ev=-3.1 charge=+1 max_force_ev_per_a=3.3
N -1.861806 -0.950049 -1.575977 0.5 -0.3 -0.2
C -1.274439 -1.438072 -0.311214 0.6 -2.2 2.4
C -1.438892 -0.439920 0.838788 0.8 1.8 -1.1
N -1.193853 0.942455 0.283768 -0.3 -0.9 0.6
C 0.131959 1.589512 0.483746 -0.8 -0.6 1.4
C 0.997453 1.421050 -0.720468 0.2 0.9 -1.3
O 1.130383 0.066060 -1.108350 -0.3 -0.5 -0.2
H -1.183609 -0.251018 -1.904590 -0.3 0.3 0.0
H -2.779697 -0.521105 -1.465095 0.1 0.2 0.1
H -1.928696 -1.686994 -2.279247 0.0 0.0 0.1
H -1.616711 -2.434552 0.049514 -0.9 0.7 -0.8
H -0.227671 -1.724887 -0.474287 -0.2 0.9 -0.3
H -2.445465 -0.354641 1.249669 -0.1 -0.7 -0.2
H -0.758115 -0.646895 1.671407 0.0 -0.3 -0.2
H -1.921805 1.474653 0.740408 0.4 0.6 -0.2
H -0.142112 2.611072 0.730938 0.6 0.4 -0.4
H 0.658777 1.201151 1.381691 -0.3 0.0 -0.3
H 2.003271 1.859647 -0.646784 -0.4 0.1 0.3
H 0.494157 1.913490 -1.573225 0.3 -0.1 0.3
H 1.828217 -0.344253 -0.592532 0.2 0.0 0.2
H 3.953077 -1.289325 1.216866 -0.5 -0.2 -0.2
H 4.152829 -0.316194 2.253245 -0.1 0.6 0.6
O 3.422749 -0.681186 1.751740 0.5 -0.4 -0.5